[1]
Molecular formula: C3H6NP
Method: DFT, ωB97M-V/def2-TZVPD

The geometry in ORCA input format:
```
! wB97M-V def2-TZVPD RIJCOSX def2/J DEFGRID3
* xyz 0 1
C 0.805 -1.355 -0.084
C 1.049 -0.134 0.354
C 0.211 1.027 0.015
P -1.628 0.439 0.055
N -1.969 -1.022 0.133
H -0.076 -1.680 -0.711
H 1.444 -2.073 0.244
H 1.954 -0.064 0.750
H 0.302 1.909 0.652
H 0.238 1.449 -0.992
H -2.332 1.503 -0.416
*
```

## Properties
LUMO level: -0.145 eV
Energy relative to the best compared isomer or geometry (same formula, charge and spin): 2.936 eV
Gap between HOMO and LUMO: 8.834 eV
Highest occupied orbital energy: -8.98 eV
Structure (SMILES): C=CC[PH]#N

[2]
Molecular formula: C3H7O2S
Method: DFT, ωB97M-V/def2-TZVPD

The geometry in ORCA input format:
```
! wB97M-V def2-TZVPD RIJCOSX def2/J DEFGRID3
* xyz -1 1
O 1.021 2.784 -0.104
C 0.977 1.570 0.045
C 0.991 0.910 1.371
C 0.526 -0.550 1.376
S -1.119 -0.626 0.612
H 1.167 1.010 -0.892
H 2.031 1.025 1.731
H 0.370 1.490 2.053
H 1.287 -1.193 0.911
H 0.494 -0.900 2.407
H -3.217 -1.490 -2.934
H -1.850 -2.070 -3.044
O -2.676 -1.960 -3.534
*
```

## Properties
LUMO level: 3.890 eV
Energy relative to the best compared isomer or geometry (same formula, charge and spin): 1.191 eV
Gap between HOMO and LUMO: 6.772 eV
Highest occupied orbital energy: -2.88 eV

[3]
Molecular formula: C16H14N2O5S
Method: DFT, ωB97M-V/def2-TZVPD

The geometry in ORCA input format:
```
! wB97M-V def2-TZVPD RIJCOSX def2/J DEFGRID3
* xyz 0 1
O -6.843 -0.378 1.096
C -6.271 -1.370 0.734
O -6.723 -2.601 0.975
C -4.954 -1.390 -0.010
C -4.826 -0.170 -0.930
C -3.366 0.104 -1.253
O -2.843 -0.235 -2.287
N -2.725 0.746 -0.229
C -1.391 1.141 -0.140
C -0.985 1.812 1.014
C 0.324 2.222 1.163
C 1.242 1.965 0.156
S 2.916 2.556 0.334
C 3.876 1.090 0.222
C 3.333 -0.189 0.340
C 4.156 -1.291 0.269
C 5.525 -1.122 0.086
N 6.377 -2.272 0.015
O 7.568 -2.086 -0.133
O 5.858 -3.367 0.108
C 6.077 0.154 -0.021
C 5.253 1.253 0.047
C 0.845 1.314 -1.003
C -0.461 0.893 -1.150
H -7.557 -2.575 1.470
H -4.868 -2.323 -0.565
H -4.168 -1.381 0.751
H -5.355 -0.356 -1.864
H -5.279 0.693 -0.438
H -3.291 0.998 0.570
H -1.701 2.012 1.799
H 0.636 2.741 2.056
H 2.273 -0.318 0.492
H 3.757 -2.290 0.358
H 7.142 0.257 -0.160
H 5.659 2.249 -0.035
H 1.561 1.130 -1.790
H -0.770 0.383 -2.046
*
```

## Properties
LUMO level: -0.472 eV
Energy relative to the best compared isomer or geometry (same formula, charge and spin): 1.951 eV
Gap between HOMO and LUMO: 7.992 eV
Highest occupied orbital energy: -8.46 eV
Structure (SMILES): O=C(O)CCC(=O)Nc1ccc(Sc2ccc([N+](=O)[O-])cc2)cc1

[4]
Molecular formula: C15H28ClINO4S2
Method: DFT, ωB97M-V/def2-TZVPD

The geometry in ORCA input format:
```
! wB97M-V def2-TZVPD RIJCOSX def2/J DEFGRID3
* xyz 1 1
C -1.345 -0.414 -1.017
C -1.950 0.942 -1.709
I -0.552 2.580 -1.120
C -3.423 1.409 -1.163
C -4.378 0.199 -0.605
C -5.148 -0.789 -1.702
C -6.224 -1.517 -0.691
C -6.539 -0.246 0.317
Cl -8.107 -0.088 1.347
N -5.507 0.699 0.318
H -0.389 -0.768 -1.620
H -2.075 -1.327 -0.981
H -0.997 -0.205 0.099
H -1.876 0.805 -2.875
H -3.256 2.287 -0.373
H -3.965 1.938 -2.085
H -3.890 -0.626 0.105
H -4.351 -1.496 -2.239
H -5.593 -0.163 -2.605
H -5.971 -2.564 -0.225
H -7.206 -1.665 -1.353
H -5.548 1.584 0.890
C 3.551 2.437 3.969
C 2.103 2.477 4.458
C 1.226 2.844 3.262
S 2.088 2.259 1.811
O 2.481 3.403 1.016
O 1.367 1.135 1.249
C 3.525 1.648 2.669
H 4.215 1.976 4.706
H 3.906 3.457 3.783
H 1.818 1.487 4.834
H 1.972 3.190 5.277
H 0.245 2.364 3.320
H 1.106 3.927 3.171
H 4.417 1.798 2.058
H 3.373 0.581 2.858
C 3.235 -2.988 -3.071
C 2.438 -1.776 -2.589
C 2.573 -1.714 -1.068
S 4.142 -2.473 -0.675
O 3.891 -3.688 0.072
O 5.062 -1.454 -0.212
C 4.571 -2.917 -2.346
H 3.366 -2.982 -4.157
H 2.708 -3.910 -2.798
H 2.855 -0.865 -3.034
H 1.388 -1.837 -2.890
H 2.568 -0.683 -0.706
H 1.785 -2.287 -0.573
H 5.114 -3.864 -2.354
H 5.199 -2.119 -2.754
*
```

## Properties
LUMO level: -5.162 eV
Gap between HOMO and LUMO: 6.390 eV
Highest occupied orbital energy: -11.55 eV

[5]
Molecular formula: C49H32Cl2F15GeNO2PdS3
Method: DFT, ωB97M-V/def2-TZVPD

The geometry in ORCA input format:
```
! wB97M-V def2-TZVPD RIJCOSX def2/J DEFGRID3
* xyz 0 5
Pd -1.245 -0.497 0.466
Cl -3.332 -1.646 -0.401
C -4.690 -0.796 0.241
C -5.956 -1.120 -0.215
C -7.060 -0.446 0.281
C -6.902 0.546 1.236
C -5.639 0.850 1.702
Cl -5.453 2.057 2.911
C -4.497 0.196 1.212
S -2.953 0.645 1.876
H -6.073 -1.904 -0.945
H -8.044 -0.704 -0.073
H -7.750 1.079 1.633
O -0.667 0.996 8.556
C 0.126 0.337 7.694
O 1.286 0.155 7.952
C -0.510 -0.174 6.445
C 0.252 -1.049 5.668
C -0.259 -1.604 4.517
C -1.552 -1.270 4.110
S -2.207 -1.908 2.640
C -2.328 -0.410 4.886
C -1.807 0.143 6.035
H -1.585 1.050 8.253
H 1.256 -1.271 6.002
H 0.331 -2.281 3.919
H -3.333 -0.168 4.572
H -2.420 0.841 6.589
F 5.340 1.066 0.627
C 4.461 1.948 0.125
C 3.117 1.701 0.321
C 2.214 2.599 -0.205
F 0.909 2.357 -0.034
C 2.620 3.719 -0.920
F 1.718 4.558 -1.442
C 3.980 3.944 -1.116
F 4.386 5.001 -1.817
C 4.910 3.052 -0.588
F 6.213 3.255 -0.788
Ge 2.526 0.009 1.216
S 0.552 -0.023 2.021
C 2.964 -1.399 -0.151
C 3.188 -1.118 -1.485
F 3.054 0.146 -1.918
C 3.545 -2.102 -2.397
F 3.777 -1.794 -3.675
C 3.642 -3.423 -1.970
F 3.966 -4.380 -2.842
C 3.359 -3.743 -0.644
F 3.402 -5.016 -0.246
C 3.016 -2.724 0.238
F 2.684 -3.006 1.503
C 3.780 -0.085 2.767
C 3.633 0.925 3.701
F 2.732 1.885 3.428
C 4.400 1.012 4.853
F 4.233 2.010 5.720
C 5.380 0.045 5.073
F 6.153 0.107 6.152
C 5.567 -0.970 4.140
F 6.531 -1.872 4.336
C 4.767 -1.022 3.004
F 4.989 -1.977 2.094
C 0.246 -4.714 -0.793
C 0.287 -3.543 -1.724
C 0.646 -3.721 -3.064
C 0.590 -2.662 -3.965
C 0.995 -2.859 -5.394
C 0.126 -1.428 -3.549
C -0.238 -1.193 -2.201
C -0.072 -2.285 -1.298
N -0.737 -0.064 -1.676
C -1.387 1.010 -2.374
C -0.420 1.891 -3.196
C -1.185 3.062 -3.817
C -1.795 3.926 -2.717
C -2.773 3.075 -1.912
C -3.882 2.542 -2.820
C -3.256 1.684 -3.919
C -2.289 2.540 -4.736
C -2.510 0.500 -3.304
C -2.037 1.892 -1.292
H 1.064 -5.403 -0.986
H -0.686 -5.259 -0.953
H 0.277 -4.400 0.248
H 0.983 -4.690 -3.399
H 1.661 -3.711 -5.495
H 1.500 -1.974 -5.776
H 0.114 -3.047 -6.009
H 0.073 -0.635 -4.278
H -0.290 -2.112 -0.220
H 0.052 1.312 -3.989
H 0.368 2.264 -2.542
H -0.477 3.660 -4.399
H -2.313 4.782 -3.153
H -1.006 4.310 -2.068
H -3.213 3.680 -1.113
H -4.439 3.371 -3.263
H -4.587 1.946 -2.235
H -4.046 1.294 -4.571
H -2.827 3.379 -5.182
H -1.860 1.951 -5.550
H -2.097 -0.129 -4.093
H -3.206 -0.111 -2.726
H -2.771 1.284 -0.746
H -1.274 2.245 -0.591
*
```

## Properties
LUMO level (spin up / spin down): 0.146 / -2.540 eV
Energy relative to the best compared isomer or geometry (same formula, charge and spin): 0.458 eV
⟨S²⟩: 6.07
Gap between HOMO and LUMO (spin up / spin down): 7.871 / 5.803 eV
Highest occupied orbital energy (spin up / spin down): -7.72 / -8.34 eV

[6]
Molecular formula: C4H12N2
Method: DFT, ωB97M-V/def2-TZVPD

The geometry in ORCA input format:
```
! wB97M-V def2-TZVPD RIJCOSX def2/J DEFGRID3
* xyz 0 1
C -1.796 1.460 -0.866
N -0.922 0.969 0.216
C -0.882 -0.466 0.347
C 0.377 -0.987 1.069
C 1.689 -0.359 0.588
N 1.963 -0.434 -0.831
H -1.816 0.748 -1.700
H -1.406 2.407 -1.211
H -2.817 1.636 -0.534
H -0.007 1.354 0.017
H -1.749 -0.803 0.923
H -0.972 -0.985 -0.609
H 0.271 -0.765 2.129
H 0.408 -2.065 0.931
H 1.710 0.677 0.920
H 2.508 -0.842 1.115
H 1.157 -0.195 -1.396
H 2.282 -1.350 -1.109
*
```

## Properties
LUMO level: 1.110 eV
Energy relative to the best compared isomer or geometry (same formula, charge and spin): 0.677 eV
Gap between HOMO and LUMO: 10.000 eV
Highest occupied orbital energy: -8.89 eV
Structure (SMILES): CNCCCN

[7]
Molecular formula: C4H7NO
Method: DFT, ωB97M-V/def2-TZVPD

The geometry in ORCA input format:
```
! wB97M-V def2-TZVPD RIJCOSX def2/J DEFGRID3
* xyz 0 1
C -2.030 -0.975 0.041
C -1.385 0.176 0.113
C 0.033 0.493 0.051
C 0.700 1.686 -0.052
O 0.785 -0.784 -0.033
N 2.155 -0.651 0.124
H -3.158 -0.829 0.003
H -1.843 -2.067 -0.167
H -2.064 1.029 0.186
H 1.769 1.672 -0.189
H 0.224 2.619 -0.070
H 2.318 -1.322 0.827
H 2.498 -1.048 -0.835
*
```

## Properties
LUMO level: 0.954 eV
Energy relative to the best compared isomer or geometry (same formula, charge and spin): 4.343 eV
Gap between HOMO and LUMO: 9.639 eV
Highest occupied orbital energy: -8.68 eV
Structure (SMILES): C=CC(=C)ON

Electronic energy per entry: -513.8618 -667.1995 -1501.9716 -2497.9075 -7909.3526 -269.0915 -286.4720 hartree
Max |F| per entry: 0.086 0.038 0.028 0.107 0.028 0.018 0.072 hartree/bohr